Record 1
{
  "formula": "C23H45BFNO30S7",
  "method": "ωB97M-V/def2-TZVPD",
  "gap_ev": 9.2,
  "smiles": "CCCCCCCBC(=O)NC(=O)F.O=S1(=O)OCCO1.O=S1(=O)OCCO1.O=S1(=O)OCCO1.O=S1(=O)OCCO1.O=S1(=O)OCCO1.O=S1(=O)OCCO1.O=S1(=O)OCCO1",
  "e_lumo_ev": -0.431,
  "species": ["C", "C", "C", "C", "C", "C", "C", "B", "C", "O", "N", "C", "O", "F", "H", "H", "H", "H", "H", "H", "H", "H", "H", "H", "H", "H", "H", "H", "H", "H", "H", "O", "S", "O", "O", "C", "C", "O", "H", "H", "H", "H", "O", "S", "O", "O", "C", "C", "O", "H", "H", "H", "H", "O", "S", "O", "O", "C", "C", "O", "H", "H", "H", "H", "O", "S", "O", "O", "C", "C", "O", "H", "H", "H", "H", "O", "S", "O", "O", "C", "C", "O", "H", "H", "H", "H", "O", "S", "O", "O", "C", "C", "O", "H", "H", "H", "H", "O", "S", "O", "O", "C", "C", "O", "H", "H", "H", "H"],
  "positions_angstrom": [[-0.83308, 2.50286, -0.65640], [-0.82004, 0.98476, -1.08340], [0.15002, 0.71207, -2.31368], [1.63818, 0.66050, -1.74078], [2.58163, -0.22279, -2.66188], [3.87004, -0.72945, -1.92754], [4.78072, 0.44499, -1.34656], [6.00575, -0.28532, -0.61481], [5.64923, -1.18375, 0.68542], [4.66135, -0.87273, 1.33860], [6.43874, -2.31154, 1.18072], [6.26946, -3.50443, 0.41029], [6.48507, -4.55600, 0.93081], [5.89872, -3.49237, -0.91765], [-0.93713, 3.17504, -1.54298], [-1.75348, 2.65599, -0.02644], [0.03387, 2.79107, -0.01478], [-1.85127, 0.64935, -1.35403], [-0.43705, 0.36352, -0.23540], [-0.16095, -0.26905, -2.76759], [0.00171, 1.49980, -3.09958], [2.05211, 1.69865, -1.74697], [1.60791, 0.18834, -0.72803], [2.78220, 0.27008, -3.64147], [1.97816, -1.14506, -2.90702], [4.47025, -1.40209, -2.60047], [3.54122, -1.32439, -1.03197], [5.19963, 1.09623, -2.16055], [4.20998, 1.12971, -0.66590], [7.08445, -0.15944, -1.09027], [6.05673, -2.53807, 2.10899], [1.60143, 3.48857, -3.97160], [1.46492, 2.59230, -5.06820], [1.27977, 1.19142, -4.90612], [2.70283, 2.83314, -6.07808], [2.20938, 3.18974, -7.37118], [0.88271, 3.87802, -7.11271], [0.29527, 3.14651, -6.03496], [2.07352, 2.27242, -7.94933], [2.91826, 3.83813, -7.88320], [0.23143, 3.86708, -7.98431], [1.02926, 4.90964, -6.78188], [-3.17047, 1.17495, 1.98640], [-3.47203, 2.54955, 1.78037], [-3.69120, 3.10637, 0.48799], [-2.36134, 3.43145, 2.54673], [-3.00018, 4.28536, 3.50457], [-4.25736, 3.54816, 3.91363], [-4.73243, 2.93684, 2.70987], [-3.23880, 5.23088, 3.01264], [-2.33887, 4.47389, 4.34830], [-5.01034, 4.21133, 4.33045], [-4.03437, 2.75324, 4.63163], [-9.67499, 2.04752, -1.59297], [-8.48711, 2.69086, -2.04357], [-8.46058, 3.53080, -3.19120], [-7.33412, 1.57130, -2.19089], [-6.21787, 1.91475, -1.36140], [-6.81023, 2.70503, -0.21286], [-7.84297, 3.49983, -0.80536], [-5.53023, 2.52672, -1.94951], [-5.70317, 1.01712, -1.02362], [-6.07555, 3.33578, 0.27990], [-7.27462, 2.04368, 0.52423], [5.06383, -5.98228, 1.16499], [4.93265, -6.11330, 2.57699], [5.46643, -5.15674, 3.48823], [5.45765, -7.58439, 3.00333], [4.40962, -8.28908, 3.66958], [3.12196, -7.72401, 3.09341], [3.37221, -6.32613, 2.92591], [4.48660, -8.08379, 4.74049], [4.50483, -9.36034, 3.49915], [2.26718, -7.88303, 3.74862], [2.90953, -8.15032, 2.10903], [-5.63437, 6.00892, 4.06410], [-6.78499, 6.32798, 3.27981], [-6.85413, 6.06227, 1.88753], [-7.15325, 7.87656, 3.53555], [-8.48894, 7.97923, 4.03846], [-8.73135, 6.67963, 4.78067], [-8.07989, 5.68100, 3.99056], [-9.16652, 8.08284, 3.18778], [-8.58628, 8.84864, 4.68599], [-9.78980, 6.45314, 4.88989], [-8.25931, 6.69267, 5.76654], [1.20062, -6.21348, -3.84609], [2.39179, -5.53222, -4.22401], [2.44882, -4.65090, -5.33884], [3.57250, -6.62566, -4.36582], [4.64649, -6.29310, -3.48115], [3.99552, -5.55703, -2.32743], [2.97199, -4.75934, -2.93288], [5.34444, -5.64710, -4.01989], [5.16459, -7.19364, -3.15634], [4.69884, -4.93220, -1.78322], [3.51667, -6.25307, -1.63384], [2.03436, -4.86837, 2.80901], [1.73317, -3.47902, 2.62089], [1.62135, -2.88913, 1.33186], [2.78212, -2.62007, 3.49546], [2.07760, -1.79378, 4.42386], [0.78915, -2.53773, 4.71942], [0.40308, -3.11193, 3.47039], [1.87886, -0.83321, 3.94213], [2.67599, -1.63244, 5.31895], [0.00745, -1.88248, 5.09895], [0.95684, -3.35242, 5.42949]]
}

***

Record 2
{
  "formula": "C46H39Br2F3N5O5S2SbZr",
  "method": "ωB97M-V/def2-TZVPD",
  "gap_ev": 6.6,
  "charge": 2,
  "relative_energy_kj_mol": 83.1,
  "e_lumo_ev": -6.139,
  "species": ["Zr", "C", "O", "C", "C", "C", "C", "C", "C", "N", "N", "C", "C", "O", "C", "C", "C", "C", "C", "C", "C", "C", "H", "H", "H", "H", "H", "H", "H", "H", "H", "H", "H", "H", "H", "Br", "C", "Br", "H", "H", "F", "C", "C", "C", "C", "C", "C", "Sb", "C", "C", "C", "C", "F", "C", "C", "C", "C", "C", "C", "F", "C", "C", "H", "H", "H", "H", "H", "H", "H", "H", "H", "H", "H", "H", "N", "C", "C", "C", "C", "C", "C", "S", "O", "O", "N", "C", "S", "C", "C", "N", "H", "H", "H", "H", "H", "H", "H", "H", "C", "O", "H", "H", "H", "H"],
  "positions_angstrom": [[0.32823, 0.03116, 0.13400], [-2.38009, -1.81130, 1.44835], [-1.02885, -1.73617, 0.91250], [-0.22571, -2.81480, 1.31928], [-0.50361, -3.67474, 2.36381], [0.39722, -4.69945, 2.63426], [1.55922, -4.85664, 1.89143], [1.84325, -3.98092, 0.85506], [0.94501, -2.96282, 0.58564], [1.10408, -1.98839, -0.43167], [1.78856, -2.35023, -1.43510], [1.79589, -1.62356, -2.58196], [0.80708, -0.65470, -2.84490], [0.07288, -0.18108, -1.85616], [0.53055, -0.25634, -4.16925], [1.30416, -0.73616, -5.18429], [2.38116, -1.63732, -4.96182], [3.18526, -2.08225, -6.03104], [4.21057, -2.96092, -5.80430], [4.45743, -3.42465, -4.50255], [3.68741, -3.00760, -3.44377], [2.63542, -2.10366, -3.65467], [-2.75590, -2.81645, 1.26979], [-2.36337, -1.56859, 2.50619], [-2.98178, -1.09567, 0.90475], [-1.38921, -3.56767, 2.97044], [0.17838, -5.38028, 3.44562], [2.24388, -5.66173, 2.11895], [2.73908, -4.07251, 0.25791], [-0.30096, 0.41381, -4.34511], [1.10355, -0.42919, -6.20434], [2.97851, -1.72018, -7.03023], [4.82888, -3.30330, -6.62233], [5.26822, -4.12053, -4.33268], [3.88984, -3.36815, -2.44519], [3.91362, 1.40142, -3.82935], [2.48663, 2.67466, -3.71896], [1.73812, 2.81558, -1.92972], [1.69297, 2.36099, -4.38492], [2.86699, 3.65660, -3.96951], [-6.95998, 2.12701, 3.59275], [-6.00388, 1.90856, 2.68971], [-4.76235, 1.48203, 3.12616], [-3.77751, 1.25249, 2.17821], [-4.03376, 1.44964, 0.82304], [-5.29520, 1.88913, 0.41859], [-6.29125, 2.11999, 1.35136], [-2.52306, 1.15735, -0.60393], [-2.24140, 3.14054, -1.27225], [-2.67057, 4.18802, -0.45585], [-2.49075, 5.50776, -0.83762], [-1.88042, 5.76574, -2.05227], [-1.71230, 7.03256, -2.43499], [-1.43581, 4.75421, -2.88362], [-1.61233, 3.44100, -2.47827], [-3.51491, 0.19177, -2.19561], [-3.52820, 0.67486, -3.50049], [-4.19443, -0.00887, -4.50528], [-4.85153, -1.18203, -4.18541], [-5.49312, -1.84387, -5.14925], [-4.87628, -1.68465, -2.89663], [-4.20468, -0.98691, -1.90709], [-4.58519, 1.34040, 4.18326], [-2.79679, 0.93460, 2.51950], [-5.51252, 2.05055, -0.63125], [-7.27788, 2.45645, 1.06440], [-3.16953, 3.98418, 0.48440], [-2.82676, 6.33124, -0.22261], [-0.96439, 5.00503, -3.82405], [-1.22823, 2.65059, -3.11312], [-3.04649, 1.61108, -3.75430], [-4.22380, 0.36085, -5.52093], [-5.42008, -2.59510, -2.68644], [-4.24763, -1.37521, -0.89554], [4.68010, -1.94748, 7.41216], [3.74919, -1.49977, 6.54321], [3.16532, -2.37736, 5.60429], [2.22154, -1.92333, 4.71894], [1.83849, -0.58088, 4.74053], [2.40940, 0.30408, 5.65566], [3.35056, -0.14874, 6.54805], [0.67616, -0.02230, 3.59554], [-0.54865, -0.77126, 3.62015], [0.55605, 1.42721, 3.70360], [1.30688, -0.33690, 2.11442], [2.49915, 0.17743, 1.70340], [3.89888, 0.64947, 2.55466], [4.61802, 1.12336, 1.04888], [3.78159, 0.90787, 0.01827], [2.56584, 0.35348, 0.38171], [4.92277, -2.92045, 7.45836], [5.05117, -1.34596, 8.12532], [3.46193, -3.41824, 5.59390], [1.77433, -2.60999, 4.00889], [2.10445, 1.34212, 5.66349], [3.78405, 0.53450, 7.26649], [5.61744, 1.52267, 1.01298], [3.99205, 1.09549, -1.02173], [0.64363, 3.42463, 1.08428], [0.06865, 2.08919, 1.17437], [1.73144, 3.35912, 1.07280], [0.30728, 3.99642, 1.94548], [0.26703, 3.88429, 0.17462], [0.12567, 1.87408, 2.14854]]
}

***

Record 3
{
  "formula": "C20H28N4O3S",
  "method": "ωB97M-V/def2-TZVPD",
  "gap_ev": 8.0,
  "smiles": "CCNC(=S)N1CCN(CC/N=C/C2=C(O)C[C@@H](c3ccco3)CC2=O)CC1",
  "relative_energy_kj_mol": 271.2,
  "e_lumo_ev": 0.504,
  "species": ["C", "C", "N", "C", "S", "N", "C", "C", "N", "C", "C", "N", "C", "C", "C", "O", "C", "C", "C", "C", "C", "C", "O", "C", "C", "O", "C", "C", "H", "H", "H", "H", "H", "H", "H", "H", "H", "H", "H", "H", "H", "H", "H", "H", "H", "H", "H", "H", "H", "H", "H", "H", "H", "H", "H", "H"],
  "positions_angstrom": [[-4.43873, -0.09110, 2.14361], [-3.29730, 0.44523, 1.28412], [-2.23229, -0.52220, 1.16083], [-2.09997, -1.34561, 0.10573], [-3.21212, -1.32477, -1.13549], [-1.06399, -2.21797, 0.09506], [-0.75300, -3.00354, -1.07168], [0.69005, -2.74076, -1.51348], [1.56393, -2.57683, -0.36030], [2.96110, -2.79073, -0.65142], [3.86150, -1.92465, 0.25623], [3.44672, -0.55822, 0.15132], [2.51086, -0.15002, 0.91550], [1.92838, 1.16323, 0.79361], [2.38867, 2.03380, -0.16760], [3.36511, 1.71547, -0.97834], [1.81909, 3.40645, -0.34050], [0.37043, 3.47737, 0.14788], [-0.54873, 2.72866, -0.76683], [-1.83145, 2.99110, -1.14838], [-2.21655, 1.93254, -2.00713], [-1.14127, 1.10736, -2.08104], [-0.12682, 1.57583, -1.33354], [0.29923, 2.91222, 1.57272], [0.78750, 1.48089, 1.63424], [0.24304, 0.65685, 2.35362], [1.03642, -3.23932, 0.81111], [-0.21863, -2.47580, 1.24599], [-5.21929, 0.65893, 2.23543], [-4.08017, -0.35139, 3.13716], [-4.85978, -0.97812, 1.67768], [-2.88149, 1.35336, 1.72787], [-3.66868, 0.67516, 0.28194], [-1.49436, -0.45614, 1.84559], [-0.89868, -4.06729, -0.84924], [-1.45028, -2.72868, -1.86520], [0.74256, -1.81617, -2.09830], [1.01195, -3.57560, -2.15743], [3.26387, -3.84575, -0.54621], [3.13268, -2.48325, -1.68512], [3.79919, -2.28964, 1.29066], [4.89474, -2.00504, -0.08921], [2.11790, -0.76186, 1.72862], [3.63671, 0.75558, -0.76529], [1.89764, 3.68795, -1.39217], [2.43424, 4.10567, 0.23555], [0.03922, 4.52066, 0.16487], [-2.42625, 3.83299, -0.85708], [-3.16160, 1.79803, -2.48996], [-0.98311, 0.18916, -2.60895], [-0.72095, 2.95601, 1.95794], [0.93716, 3.50751, 2.23310], [1.77071, -3.19676, 1.61735], [0.81113, -4.30436, 0.62939], [-0.77124, -3.05375, 2.00030], [0.09632, -1.52924, 1.69246]]
}